1.
The following is a quantum chemistry calculation of a cluster of 2 separate species, C7H13O in total, from OMol25.

Each atom is followed by the atoms it is bonded to, with distances in Å.
Positions of all 21 atoms, in Å:
1 C -2.89 -0.07 -0.59  O2 1.325, C3 1.593, H9 1.125, H10 1.123
2 O -3.90 0.27 0.20  C1 1.325
3 C -1.49 0.22 0.11  C1 1.593, C4 1.469, H11 1.091, H12 1.099
4 C -0.31 0.43 -0.74  C3 1.469, C5 1.384, H14 1.089
5 C 0.95 -0.06 -0.45  C4 1.384, C6 1.377, C7 1.523
6 C 2.03 0.04 -1.30  C5 1.377, H15 1.092, H16 1.180
7 C 1.24 -0.79 0.85  C5 1.523, C8 1.566, H17 1.086, H18 1.087
8 C 0.95 0.05 2.14  C7 1.566, H19 1.089, H20 1.089, H21 1.084
9 H -2.84 0.46 -1.58  C1 1.125
10 H -2.90 -1.17 -0.82  C1 1.123
11 H -1.31 -0.53 0.88  C3 1.091
12 H -1.79 1.16 0.61  C3 1.099
13 H 2.09 1.01 -3.31  no bonds
14 H -0.50 0.59 -1.80  C4 1.089
15 H 2.90 -0.61 -1.18  C6 1.092
16 H 2.22 0.74 -2.23  C6 1.180
17 H 0.65 -1.71 0.92  C7 1.086
18 H 2.31 -0.84 0.99  C7 1.087
19 H 1.70 0.83 2.27  C8 1.089
20 H 0.02 0.61 2.05  C8 1.089
21 H 0.89 -0.63 2.99  C8 1.084

As for the spin multiplicity: 1. For the largest force on an atom, the calculation gives 2.0 eV/Å. The net charge is -1. For the HOMO energy, the calculation gives -2.9 eV.

---

2.
The following is a quantum chemistry calculation of a cluster of 2 separate species, C2H3NO in total, from OMol25.

Each atom is followed by the atoms it is bonded to, with distances in Å.
Positions of all 7 atoms, in Å:
1 C 1.69 1.08 1.08  N3 1.137, H5 1.101
2 C -1.33 -0.88 -0.65  O4 1.183, H6 1.190, H7 1.181
3 N 2.58 0.47 0.71  C1 1.137
4 O -1.35 -0.52 0.47  C2 1.183
5 H 0.77 1.68 1.11  C1 1.101
6 H -2.04 -0.61 -1.57  C2 1.190
7 H -0.32 -1.23 -1.16  C2 1.181

As for the spin multiplicity: 1. For the largest force on an atom, the calculation gives 4.8 eV/Å. As for the structure (SMILES): C#N.C=O. For the HOMO energy, the calculation gives -10.3 eV.

---

Number 1: E -9510.747 eV. Number 2: E -5657.908 eV.